{
  "formula": "C7H6N4",
  "method": "ωB97M-V with the def2-TZVPD basis set",
  "orbital_gap_ev": [6.905, 6.905],
  "spin_multiplicity": 1,
  "e_lumo_ha": [-0.0673, -0.0673],
  "species": ["N", "N", "N", "N", "C", "C", "C", "C", "C", "C", "C", "H", "H", "H", "H", "H", "H"],
  "xyz": [[-1.83843, -1.59818, 0.58270], [2.67147, 1.21521, 0.40536], [2.52333, 0.71358, -1.70082], [3.33338, 1.20375, -0.75994], [0.16328, -0.14948, -1.83025], [-1.02318, -0.45110, -1.25894], [1.32321, 0.40873, -1.22931], [-1.17531, -0.53690, 0.19545], [-0.40248, 0.93822, 2.22616], [1.50061, 0.70728, 0.13273], [-0.57464, 0.25196, 1.14343], [-1.90720, -1.91330, 1.51848], [0.49148, 1.02968, 2.62652], [0.12281, -0.19188, -2.94507], [-2.15106, -2.19572, -0.14555], [-1.76020, -0.95170, -1.76867], [-1.29707, 1.51985, 2.80774]]
}


{
  "formula": "C24H42HgO34PS6",
  "method": "ωB97M-V with the def2-TZVPD basis set",
  "orbital_gap_ev": 6.609,
  "spin_multiplicity": 1,
  "total_charge": -1,
  "e_lumo_ha": -0.0300,
  "species": ["Hg", "S", "S", "S", "S", "S", "S", "P", "O", "O", "O", "O", "O", "O", "O", "O", "O", "O", "O", "O", "O", "O", "O", "O", "O", "O", "O", "O", "O", "O", "O", "O", "O", "O", "O", "O", "O", "O", "O", "O", "O", "O", "C", "C", "C", "C", "C", "C", "C", "C", "C", "C", "C", "C", "C", "C", "C", "C", "C", "C", "C", "C", "C", "C", "C", "C", "H", "H", "H", "H", "H", "H", "H", "H", "H", "H", "H", "H", "H", "H", "H", "H", "H", "H", "H", "H", "H", "H", "H", "H", "H", "H", "H", "H", "H", "H", "H", "H", "H", "H", "H", "H", "H", "H", "H", "H", "H", "H"],
  "xyz": [[-0.70725, -1.87198, 1.95266], [1.78366, -2.52416, -4.76136], [-5.55949, 2.05353, 3.74501], [-5.96327, 1.12559, -2.59032], [1.03365, 4.66323, -4.30337], [-0.06470, 5.81568, 1.91675], [4.88281, 1.36287, 0.06849], [-0.76985, -0.07491, 0.18470], [5.90867, 2.22957, -0.50244], [-4.37601, 1.66696, -2.74378], [1.74543, 1.30838, 4.80804], [-0.36266, 3.86498, -4.85491], [4.01984, 2.16792, 1.12560], [-0.43692, 7.15716, 2.47032], [2.81692, -4.57142, 2.02124], [-0.65804, 1.09502, -0.94352], [1.33195, 5.69204, 1.56530], [0.99858, 6.14926, -4.53838], [-6.26660, 3.33681, 3.79236], [0.05565, -1.39508, -0.06699], [-2.06696, -0.83651, 0.62063], [-1.03786, -7.39524, -2.93350], [-5.33655, 1.35997, 5.02091], [-0.96902, -5.21349, -2.82017], [2.24751, -2.21264, -3.22807], [-6.76100, 1.34657, -3.79509], [-0.25285, 0.29426, 1.62814], [-5.37634, -0.43675, -2.49789], [0.60132, 4.47903, -2.70179], [-4.06729, 2.26005, 3.11291], [3.64231, 1.25266, -0.99901], [2.87928, 1.59499, 6.77974], [2.21993, 3.89009, -4.64688], [-1.12287, 5.20859, 0.78594], [1.23022, -2.94074, 2.01290], [0.60263, -1.38031, -4.58541], [2.89823, -1.95074, -5.60269], [1.37881, -3.89109, -4.90770], [-0.30160, 4.61614, 3.04880], [-5.99815, 1.08005, 2.52803], [-6.55883, 1.46487, -1.29165], [5.22303, 0.02902, 0.53908], [2.65093, 0.90338, 5.79056], [2.16199, -3.55075, 1.47170], [2.40351, 1.55239, -0.41532], [-0.32374, 3.46422, -2.57119], [1.95866, -0.96543, -2.65481], [2.31323, -0.90740, 4.24321], [-3.66352, 1.13352, 2.39809], [3.65944, -5.15629, 1.17194], [-3.49132, 0.87069, -1.97296], [-1.15683, 3.79529, 1.02285], [-1.18701, 3.46487, -3.77803], [2.73144, 2.59407, 0.67861], [-0.36962, -4.19287, -1.98140], [0.97509, -0.43497, -3.57775], [-0.94409, 3.45066, 2.52613], [-1.03736, -6.11811, -0.71751], [4.00479, -4.07948, 0.12376], [0.00544, -4.92320, -0.69091], [1.52785, 0.38652, 3.81594], [-4.91302, 0.57142, 1.75533], [2.82395, -3.21887, 0.12661], [3.14954, -0.51094, 5.44468], [-1.04498, -6.36470, -2.22973], [-4.17340, -0.54005, -1.78779], [2.90472, -0.45235, -2.48214], [-1.05712, -3.35082, -1.90141], [3.23202, -6.08780, 0.80087], [2.14241, -3.37673, -0.70926], [2.91168, -1.17882, 6.27260], [4.93855, -3.53392, 0.26001], [-0.04331, -4.32144, 0.21662], [2.91501, 3.61866, 0.35515], [1.60781, -1.72726, 4.37858], [1.93573, 0.63407, -0.06038], [1.81236, 0.89481, 2.89464], [-3.54054, -1.20194, -2.37898], [0.04091, -0.19133, -3.07173], [-0.63271, -6.95223, -0.14427], [-2.02636, -5.99921, -0.27496], [-4.94669, -0.51413, 1.84783], [1.37137, 0.47478, -4.02877], [1.90650, 2.49839, 1.38459], [-0.90570, 3.60051, -1.65969], [0.57188, -3.81933, -2.38407], [-2.57601, 0.77180, -2.55651], [2.90275, -1.38188, 3.45871], [-1.75869, 2.54776, -3.92014], [-0.32647, 3.36672, 0.46167], [-1.89390, 3.46692, 3.06064], [-0.33523, 2.55898, 2.67544], [0.99249, -5.38264, -0.74335], [4.04886, -4.54643, -0.86017], [1.66223, -0.93191, -1.60642], [-3.13728, 0.48033, 3.09417], [0.49236, 0.06885, 3.93826], [-1.83471, 4.31257, -3.55449], [-2.91950, 1.45134, 1.66767], [-2.07530, 3.38425, 0.60384], [-3.17464, 1.32002, -1.03172], [-4.26103, -0.77743, -0.72757], [0.20766, 2.51261, -2.55903], [-5.14809, 0.76737, 0.70917], [2.99845, -2.14488, 0.06184], [1.73156, 2.02538, -1.13146], [4.49974, -5.44328, 1.80411], [4.21902, -0.53464, 5.23555]]
}


{
  "formula": "C9H2ClCrN2O11",
  "method": "ωB97M-V with the def2-TZVPD basis set",
  "s_squared": 3.77,
  "orbital_gap_ev": [7.590, 7.753],
  "spin_multiplicity": 4,
  "total_charge": -2,
  "e_lumo_ha": [0.1546, 0.1538],
  "species": ["Cr", "Cl", "O", "O", "O", "O", "O", "O", "O", "O", "O", "O", "O", "N", "N", "C", "C", "C", "C", "C", "C", "C", "C", "C", "H", "H"],
  "xyz": [[-1.17009, 2.41265, 0.37278], [-1.01343, 4.39172, 1.64418], [4.53016, -2.34099, -0.72256], [-3.00137, 2.17892, 0.96502], [3.35372, -4.01140, -0.05343], [-1.96730, 2.36892, -1.34663], [0.71513, 2.55670, -0.10068], [-0.91525, 0.46067, 0.42413], [-3.94426, 2.31271, -2.38700], [-1.53570, -3.23873, 0.57176], [-1.59242, -1.72076, 2.09839], [-5.07406, 1.84300, 0.17998], [2.69050, 2.05997, -0.98520], [3.48479, -2.81827, -0.30731], [-1.11084, -2.22547, 1.11020], [2.35431, -1.94436, -0.10536], [1.39881, 0.26938, -0.17843], [0.14689, -0.22663, 0.27572], [1.62148, 1.73361, -0.48257], [2.46461, -0.58214, -0.35983], [-3.88639, 2.04412, 0.03229], [0.11240, -1.63078, 0.55973], [1.15919, -2.48264, 0.35097], [-3.27257, 2.28713, -1.38078], [1.06197, -3.53955, 0.54710], [3.38971, -0.15777, -0.72247]]
}


{
  "formula": "C5H4N2",
  "method": "ωB97M-V with the def2-TZVPD basis set",
  "smiles": "C#Cc1cn[nH]c1",
  "orbital_gap_ev": 9.850,
  "spin_multiplicity": 1,
  "e_lumo_ha": 0.0341,
  "species": ["N", "N", "C", "C", "C", "C", "C", "H", "H", "H", "H"],
  "xyz": [[0.87102, -0.87332, 1.53395], [1.78467, -0.81539, 0.55401], [-0.32465, -0.34195, 1.19520], [-0.18517, 0.09969, -0.10754], [-1.66911, 1.29236, -1.91029], [1.15231, -0.22759, -0.44275], [-1.07310, 0.74659, -1.01583], [1.13623, -1.29064, 2.41166], [1.63981, -0.03858, -1.38931], [-2.16868, 1.77463, -2.72068], [-1.15551, -0.32197, 1.88665]]
}


{
  "formula": "C2HCl2NO",
  "method": "ωB97M-V with the def2-TZVPD basis set",
  "orbital_gap_ev": 8.550,
  "spin_multiplicity": 1,
  "e_lumo_ha": -0.0407,
  "species": ["Cl", "Cl", "O", "N", "C", "C", "H"],
  "xyz": [[1.68050, -0.09273, 0.75386], [2.25509, 2.15692, -0.70189], [-0.66034, -2.13544, -0.94270], [-1.66118, -0.39843, 0.26756], [-1.14715, -1.26744, -0.34207], [1.07940, 1.26725, 0.07881], [-1.54633, 0.46987, 0.88643]]
}


{
  "formula": "C20H30AuClO2",
  "method": "ωB97M-V with the def2-TZVPD basis set",
  "s_squared": 2.04,
  "orbital_gap_ev": [7.871, 5.714],
  "spin_multiplicity": 3,
  "e_lumo_ha": [0.0244, -0.0712],
  "species": ["Au", "Cl", "O", "O", "C", "C", "C", "C", "C", "C", "C", "C", "C", "C", "C", "C", "C", "C", "C", "C", "C", "C", "C", "C", "H", "H", "H", "H", "H", "H", "H", "H", "H", "H", "H", "H", "H", "H", "H", "H", "H", "H", "H", "H", "H", "H", "H", "H", "H", "H", "H", "H", "H", "H"],
  "xyz": [[-0.45239, 1.13581, 1.94134], [-0.18211, 3.96502, 3.13250], [-0.21262, 0.52886, -2.45779], [1.82750, -1.46776, -2.12732], [-2.73789, -0.79309, 2.87603], [1.67297, -1.60797, 2.16276], [0.17750, -2.39789, 3.73924], [-0.36157, 1.97227, -2.71469], [0.85696, -2.72099, 2.52563], [-1.31762, -0.54082, -4.35707], [0.76714, -1.93264, -1.29379], [-0.14827, 0.28330, -3.88636], [1.45577, -0.57434, 3.12659], [0.30739, -0.80081, -0.34993], [0.58505, -1.09391, 4.13769], [-2.27199, -0.02684, 3.99360], [0.72824, 2.48491, 3.01820], [-2.60991, 1.44208, 2.22197], [1.15797, -0.21442, -4.45913], [-0.29646, 1.79321, -4.24055], [2.42343, -0.33246, -1.46885], [-2.22332, 1.35259, 3.63337], [1.43616, 0.27359, -0.45144], [-2.90660, 0.07099, 1.77924], [2.00017, 0.28245, -3.98570], [1.97392, 0.42501, 0.50800], [-2.23795, 0.01615, -4.16966], [3.34509, -0.67658, -0.94918], [-0.07332, -2.30323, -1.90794], [1.14697, 0.00672, -5.53976], [-2.91851, 2.36403, 1.72492], [-2.01365, -0.45643, 4.95024], [-1.33131, -1.51193, -3.83951], [0.24755, -1.21291, 0.66734], [1.16004, -2.76366, -0.66535], [-1.26997, 2.45305, -2.28517], [-2.96592, -1.85969, 2.90442], [0.97444, 2.17005, 4.03046], [1.32630, -1.28342, -4.38139], [-2.07572, 2.18903, 4.32178], [1.00772, 1.21742, -0.80754], [-0.50179, -3.05278, 4.30397], [2.27344, -1.51635, 1.24903], [1.59907, 2.66210, 2.38468], [1.98119, 0.37627, 3.18237], [0.82113, -3.66294, 1.98484], [-1.17871, -0.72975, -5.42808], [-0.68956, -0.40536, -0.56652], [-1.15678, 2.06519, -4.85090], [0.63220, 2.28969, -4.58356], [-3.32159, -0.20886, 0.81249], [0.29280, -0.56559, 5.04836], [2.71574, 0.42577, -2.20827], [0.56170, 2.46788, -2.38562]]
}


Copy entry 1 word for word.
{
  "formula": "C7H6N4",
  "method": "ωB97M-V with the def2-TZVPD basis set",
  "orbital_gap_ev": [6.905, 6.905],
  "spin_multiplicity": 1,
  "e_lumo_ha": [-0.0673, -0.0673],
  "species": ["N", "N", "N", "N", "C", "C", "C", "C", "C", "C", "C", "H", "H", "H", "H", "H", "H"],
  "xyz": [[-1.83843, -1.59818, 0.58270], [2.67147, 1.21521, 0.40536], [2.52333, 0.71358, -1.70082], [3.33338, 1.20375, -0.75994], [0.16328, -0.14948, -1.83025], [-1.02318, -0.45110, -1.25894], [1.32321, 0.40873, -1.22931], [-1.17531, -0.53690, 0.19545], [-0.40248, 0.93822, 2.22616], [1.50061, 0.70728, 0.13273], [-0.57464, 0.25196, 1.14343], [-1.90720, -1.91330, 1.51848], [0.49148, 1.02968, 2.62652], [0.12281, -0.19188, -2.94507], [-2.15106, -2.19572, -0.14555], [-1.76020, -0.95170, -1.76867], [-1.29707, 1.51985, 2.80774]]
}


- What is the formula in the fourth record?
  C5H4N2